Entry 1
The following is a quantum chemistry calculation of a gas-phase ion, C7H13N2O2 (charge +1), from OMol25.

Summary:
* highest occupied orbital energy (spin up / spin down): -0.5280 / -0.5281 Eh
* LUMO energy (spin up / spin down): -6.49 / -6.47 eV

```
! wB97M-V def2-TZVPD RIJCOSX def2/J DEFGRID3
* xyz 1 1
C 1.484 -2.425 -0.148
C -0.684 -0.572 -0.177
C 0.740 -0.135 0.290
C -1.813 0.308 0.357
C -0.763 -0.659 -1.728
C 1.221 1.158 -0.346
C 0.798 -0.035 1.819
N -0.838 -1.933 0.162
N 1.746 -1.195 -0.064
O -1.778 -2.574 0.442
O 2.941 -0.871 -0.235
H 1.895 -3.398 -0.277
H -1.917 0.210 1.435
H -2.757 0.019 -0.099
H -1.617 1.347 0.112
H -1.678 -1.155 -2.045
H 0.088 -1.184 -2.153
H -0.790 0.360 -2.108
H 0.662 2.006 0.038
H 1.151 1.138 -1.430
H 2.271 1.303 -0.094
H 0.226 0.820 2.167
H 1.828 0.112 2.137
H 0.415 -0.938 2.291
*
```

Entry 2
The following is a quantum chemistry calculation of a molecular structure, C7H13N2O2, from OMol25.

Summary:
* highest occupied orbital energy: -0.4741 Eh
* LUMO energy: -3.86 eV

```
! wB97M-V def2-TZVPD RIJCOSX def2/J DEFGRID3
* xyz 1 1
C 0.796 0.332 1.368
C 1.145 1.056 0.280
C -1.227 -0.784 0.514
C -0.270 -0.653 1.466
C 0.323 0.967 -0.882
C -1.248 -0.142 -0.738
C -0.393 -1.584 2.666
N -0.043 2.085 -1.529
N 1.355 -0.101 -1.883
O -2.306 0.834 -0.912
O -1.151 -0.957 -1.816
H 1.493 0.472 2.212
H 2.082 1.625 0.332
H -2.000 -1.575 0.841
H -1.440 -1.410 2.962
H 0.438 -1.165 3.323
H -0.155 -2.608 2.435
H -0.695 2.062 -2.280
H 0.425 2.962 -1.476
H 0.542 -0.696 -2.143
H 1.824 -0.477 -1.044
H 2.017 0.152 -2.627
H -2.515 1.202 -0.034
H -1.994 -0.933 -2.317
*
```

How far above the most stable structure does each one sit? In kcal/mol: entry 1 130.8; entry 2 0.0.

Entry 1
The following is a quantum chemistry calculation of 2 unconnected molecules or ions with the total composition C5H9N2O2, from OMol25.

Summary:
* highest occupied orbital energy: -0.5176 Eh
* LUMO energy: -2.52 eV

```
! wB97M-V def2-TZVPD RIJCOSX def2/J DEFGRID3
* xyz 1 1
C -3.536 -0.696 -0.016
C -2.268 -1.183 0.099
C -2.144 0.994 0.028
C 3.650 0.745 -0.034
C 2.470 -0.174 -0.009
N -3.430 0.662 -0.058
N -1.429 -0.114 0.127
O 2.684 -1.480 -0.100
O 1.327 0.225 0.096
H -4.476 -1.207 -0.070
H -1.918 -2.193 0.162
H -1.747 1.990 0.017
H 3.737 1.230 0.938
H 4.580 0.231 -0.261
H 3.476 1.530 -0.767
H -4.203 1.309 -0.140
H 3.616 -1.729 -0.180
H -0.390 -0.138 0.169
*
```

Entry 2
The following is a quantum chemistry calculation of a gas-phase ion, C5H9N2O2 (charge +1), from OMol25.

Summary:
* highest occupied orbital energy (spin up / spin down): -0.5809 / -0.5809 Eh
* LUMO energy (spin up / spin down): -6.85 / -6.85 eV

```
! wB97M-V def2-TZVPD RIJCOSX def2/J DEFGRID3
* xyz 1 1
C -1.786 -0.433 0.352
C -2.649 -0.405 -0.885
C 1.417 1.186 0.007
C 1.460 -1.167 0.843
C 0.665 0.103 0.766
N -0.695 0.253 -1.872
N -0.585 -0.128 0.247
O -3.761 -0.759 -0.825
O -1.948 -0.043 -1.924
H -2.401 -0.588 1.154
H 2.311 1.577 0.641
H 1.798 0.850 -0.906
H 0.776 2.101 -0.384
H 0.987 -1.967 1.377
H 2.438 -0.868 1.378
H 1.751 -1.432 -0.218
H 0.634 0.461 1.860
H -0.412 1.258 -1.610
*
```

How far above the most stable structure does each one sit? In kcal/mol: entry 1 0.0; entry 2 182.7.

Entry 1
The following is a quantum chemistry calculation of a single C9H15N3O2 molecule, from OMol25.

Summary:
* highest occupied orbital energy (spin up / spin down): -0.2761 / -0.2761 Eh
* LUMO energy (spin up / spin down): 0.38 / 0.38 eV
* SMILES string: C/C=C(\C)[C@@]1(C)C=CC(NN)=[N+]([O-])O1

```
! wB97M-V def2-TZVPD RIJCOSX def2/J DEFGRID3
* xyz 0 1
C 0.729 0.881 2.637
C 0.937 0.731 1.145
C -0.100 1.102 0.330
C -1.491 1.605 0.829
C -0.091 0.704 -1.123
C -0.093 1.987 -2.076
C 1.161 -0.010 -1.457
C 1.125 -1.393 -1.540
C -0.103 -2.101 -1.136
N 0.014 -3.459 -0.843
N -1.132 -4.331 -1.026
N -1.175 -1.391 -1.020
O -2.257 -1.774 -0.530
O -1.158 -0.142 -1.560
H 1.711 1.099 3.077
H 0.455 -0.046 3.140
H -0.010 1.562 2.822
H 1.838 0.122 0.744
H -1.338 2.263 1.621
H -2.104 0.621 1.029
H -1.949 1.967 -0.035
H -0.981 2.572 -2.061
H 0.078 1.636 -3.175
H 0.733 2.677 -1.833
H 2.176 0.401 -1.504
H 2.015 -2.054 -1.544
H 0.904 -3.924 -0.980
H -1.163 -4.831 -1.981
H -1.904 -3.682 -1.072
*
```

Entry 2
The following is a quantum chemistry calculation of a single C9H15N3O2 molecule, from OMol25.

Summary:
* highest occupied orbital energy: -0.3412 Eh
* LUMO energy: -0.56 eV
* SMILES string: Cc1nc(C)n(C(C)(C)C)c1[N+](=O)[O-]

```
! wB97M-V def2-TZVPD RIJCOSX def2/J DEFGRID3
* xyz 0 1
C -3.233 1.991 -0.177
C -1.915 1.302 -0.179
N -0.818 2.159 -0.125
C 0.347 1.442 -0.036
C 1.586 2.271 0.106
N 0.144 0.148 0.030
C 0.998 -0.960 0.021
C 0.551 -1.826 -1.097
C 0.996 -1.740 1.325
C 2.503 -0.550 -0.274
C -1.665 -0.028 -0.154
N -2.339 -1.194 0.107
O -1.825 -2.310 0.305
O -3.561 -1.002 0.105
H -3.976 1.260 -0.208
H -3.282 2.456 0.874
H -3.291 2.663 -0.965
H 2.225 2.113 -0.716
H 1.322 3.261 0.092
H 2.080 1.963 1.045
H 0.296 -1.352 -1.945
H 1.367 -2.466 -1.248
H -0.294 -2.419 -0.888
H 1.946 -2.314 1.345
H 1.162 -1.047 2.161
H 0.021 -2.221 1.372
H 2.796 -1.515 -0.713
H 2.735 0.346 -0.882
H 3.124 -0.429 0.717
*
```

How far above the most stable structure does each one sit? In kcal/mol: entry 1 22.8; entry 2 0.0.

Entry 1
The following is a quantum chemistry calculation of 2 unconnected molecules or ions with the total composition CH4OS2, from OMol25.

Summary:
* highest occupied orbital energy: -0.3076 Eh
* LUMO energy: 0.31 eV
* SMILES string: C=O.SS

```
! wB97M-V def2-TZVPD RIJCOSX def2/J DEFGRID3
* xyz 0 1
C -1.193 0.513 -1.672
O -1.572 0.828 -0.580
H -1.693 0.906 -2.566
H -0.317 -0.140 -1.846
S 0.195 -1.262 1.565
S 1.434 -0.098 2.806
H 0.910 -1.061 0.472
H 2.236 0.314 1.821
*
```

Entry 2
The following is a quantum chemistry calculation of 2 unconnected molecules or ions with the total composition CH4OS2, from OMol25.

Summary:
* highest occupied orbital energy: -0.3394 Eh
* LUMO energy: 0.08 eV
* SMILES string: C=O.SS

```
! wB97M-V def2-TZVPD RIJCOSX def2/J DEFGRID3
* xyz 0 1
C 2.012 1.112 -0.092
O 2.490 0.057 -0.382
H 2.413 2.021 -0.562
H 1.192 1.236 0.623
S -0.692 -0.776 0.967
S -1.373 0.183 -0.791
H -1.752 -0.500 1.730
H -2.575 -0.421 -1.024
*
```

How far above the most stable structure does each one sit? In kcal/mol: entry 1 6.6; entry 2 0.0.